13
Properties=species:S:1:pos:R:3 method="wB97M-V/def2-TZVPD" e_homo_ev=-9.44 de_lowest_kj_mol=536.6 fmax_ha_per_bohr=0.1336 e_tot_ha=-1014.5327 multiplicity=1
C 0.30573 -0.17397 -0.99027
C -0.23504 0.51239 0.29980
C 0.63759 -0.06672 1.40199
H -1.76459 -2.18884 -2.40263
H -0.21412 0.46740 -1.91973
H 1.28912 -0.00355 -1.26005
H -1.12528 0.03680 0.69840
H -0.80826 2.81621 0.93907
H 1.60009 -0.71509 0.68540
H 1.13382 0.67802 2.25584
F -0.17290 -1.08514 2.19719
S 0.01846 -1.92209 -1.40747
S -0.19373 2.36241 -0.03253


14
Properties=species:S:1:pos:R:3 method="wB97M-V/def2-TZVPD" e_homo_ev=-9.23 de_lowest_kj_mol=92.7 fmax_ha_per_bohr=0.0945 e_tot_ha=-1412.8679 multiplicity=1
C 1.71154 0.39615 -0.15327
C 0.63209 -0.57982 -0.50218
C -0.84214 -0.04454 0.12137
F 0.87111 -1.85601 -0.07749
S -1.14884 1.78859 -0.10335
S -2.14452 -0.63709 -1.01760
S -1.05244 -0.49493 1.91814
H 2.52121 -0.18800 0.07260
H 1.51110 1.02169 0.59282
H 2.14333 1.04723 -1.02216
H 0.55939 -0.75334 -1.62438
H -2.50095 1.67284 0.14907
H -1.84009 -2.02398 -0.85943
H -0.42081 0.65124 2.50586


14
Properties=species:S:1:pos:R:3 method="wB97M-V/def2-TZVPD" smiles="[H]/N=N/CC[N+](=C)I" e_homo_ev=-12.91 charge=+1 de_lowest_kj_mol=338.0 fmax_ha_per_bohr=0.0572 e_tot_ha=-580.0804 multiplicity=1
H 2.52192 1.48276 1.59085
N 1.90615 1.58617 0.70060
N 1.13347 0.67252 0.49599
C 0.61784 0.66728 -0.86424
C -0.42966 -0.52433 -1.01865
N -1.29521 -0.60192 0.12075
C -0.84275 -1.06356 1.22664
I -3.20694 0.13220 -0.00254
H 1.57083 0.56070 -1.43746
H 0.29421 1.67065 -1.01409
H -0.86007 -0.35391 -1.93285
H -0.07003 -1.55052 -1.23695
H -1.44755 -0.90664 2.15417
H 0.10778 -1.77140 1.21778